Record 1
{"formula": "CF3NOS", "method": "the ωB97M-V functional and the def2-TZVPD basis", "charge": 0, "orbital_gap_ev": 11.91, "homo_energy_ev": -11.74, "species": ["C", "N", "O", "F", "F", "F", "S"], "xyz": [[-0.8981, -1.4633, 0.2212], [-1.1038, -0.6232, -0.4894], [1.5231, 1.4591, -1.4479], [-0.8167, -2.4850, 0.9705], [0.7526, 3.0172, 0.4075], [0.9037, 0.5912, 0.8277], [0.5116, 1.5434, -0.4463]], "forces_ev_per_a": [[-0.03, -3.64, 2.39], [-0.69, 2.58, -2.46], [-0.19, -0.09, 1.07], [0.29, 0.47, -0.10], [0.12, -2.02, -0.93], [0.47, 0.99, -0.71], [0.03, 1.71, 0.74]], "nbo_charge": [0.688, -0.455, -0.837, -0.227, -0.530, -0.510, 1.871]}



Record 2
{"formula": "C13H36FIO14S", "method": "the ωB97M-V functional and the def2-TZVPD basis", "charge": 0, "orbital_gap_ev": 8.54, "homo_energy_ev": -9.53, "smiles": "O=C(I)C[C@H]1OC(=O)O[C@H]1S(=O)(=O)F.CO.CO.CO.CO.CO.CO.CO.CO", "species": ["O", "C", "I", "C", "C", "O", "C", "O", "O", "C", "S", "O", "O", "F", "H", "H", "H", "H", "C", "O", "H", "H", "H", "H", "C", "O", "H", "H", "H", "H", "C", "O", "H", "H", "H", "H", "C", "O", "H", "H", "H", "H", "C", "O", "H", "H", "H", "H", "C", "O", "H", "H", "H", "H", "C", "O", "H", "H", "H", "H", "C", "O", "H", "H", "H", "H"], "xyz": [[2.3914, -0.7388, 0.0836], [1.6333, 0.3305, 0.3781], [1.7442, 1.4921, 2.2473], [0.5062, 0.8506, -0.7397], [-0.9801, 0.8676, -0.0482], [-2.1749, 1.1512, -0.8757], [-3.2520, 1.1412, 0.1694], [-4.2995, 1.9685, 0.1167], [-2.8516, 0.1331, 1.1840], [-1.5504, -0.4591, 0.7278], [-2.1508, -1.9360, -0.2635], [-1.4082, -3.2543, 0.1842], [-2.0237, -1.7341, -1.8211], [-3.8222, -2.1896, 0.1851], [0.5771, 0.2812, -1.7597], [0.7958, 1.9904, -0.9411], [-1.0251, 1.7419, 0.7367], [-0.7770, -0.7867, 1.5427], [-4.5158, 1.8844, -3.8672], [-3.2919, 2.5838, -3.7351], [-4.9834, 2.1626, -4.8146], [-4.3244, 0.8086, -3.8599], [-5.1807, 2.1527, -3.0425], [-2.9004, 2.3168, -2.8861], [5.1130, -1.0494, 3.2198], [3.8670, -1.1342, 3.8866], [5.3969, 0.0017, 3.1298], [5.8732, -1.5818, 3.7968], [5.0243, -1.4873, 2.2225], [3.6414, -2.0777, 3.9517], [2.3552, 0.6408, -4.3879], [2.2012, 1.8593, -3.6836], [1.7090, -0.1150, -3.9355], [2.0687, 0.7840, -5.4327], [3.3955, 0.3120, -4.3260], [2.7862, 2.5102, -4.1074], [-6.0126, -0.3374, -6.3542], [-6.5442, 0.0654, -5.1053], [-4.9229, -0.3678, -6.2833], [-6.3872, -1.3324, -6.6068], [-6.3056, 0.3803, -7.1245], [-7.5118, 0.0832, -5.1989], [0.4461, 3.8963, 5.7645], [0.9213, 3.7410, 4.4399], [-0.5448, 3.4430, 5.8419], [1.1277, 3.3977, 6.4580], [0.3776, 4.9600, 6.0057], [1.8014, 4.1525, 4.4019], [-0.4539, -0.9412, 4.9395], [0.0213, -1.0965, 3.6149], [-1.4448, -1.3945, 5.0169], [0.2277, -1.4398, 5.6330], [-0.5224, 0.1225, 5.1807], [0.9014, -0.6850, 3.5769], [2.7563, -2.4250, -6.7484], [2.2247, -2.0222, -5.4995], [3.8460, -2.4555, -6.6774], [2.3817, -3.4200, -7.0010], [2.4633, -1.7073, -7.5186], [1.2571, -2.0044, -5.5931], [3.5177, -2.6790, 7.0077], [3.3010, -1.3001, 7.2441], [4.0994, -3.0940, 7.8341], [2.5563, -3.1948, 6.9465], [4.0720, -2.8069, 6.0745], [2.7829, -0.9596, 6.4951]], "forces_ev_per_a": [[-4.95, 7.31, 2.37], [2.85, -5.94, -3.45], [-0.01, -0.52, -1.31], [-0.05, 1.11, 0.29], [-0.19, -0.43, 0.33], [-1.42, 0.32, 3.02], [-2.95, 3.42, -1.33], [7.46, -6.48, 0.82], [0.29, 1.92, -2.26], [-0.22, 2.62, 0.71], [2.62, -6.55, -4.79], [-3.27, 5.87, -0.96], [-1.22, 0.09, 6.59], [3.42, 1.09, -0.84], [-0.10, 0.79, 2.29], [-0.69, -2.48, 0.36], [0.66, -2.04, -1.00], [-2.15, 0.17, -0.89], [0.10, -0.08, 0.15], [0.54, 0.15, 0.36], [0.16, -0.02, 0.18], [-0.29, -0.03, -0.04], [-0.22, -0.17, -0.10], [-0.17, 0.18, -0.46], [0.11, -0.19, -0.13], [-0.62, -0.40, 0.32], [-0.14, -0.15, 0.07], [0.18, 0.09, -0.13], [0.21, 0.10, -0.05], [0.07, 0.53, -0.09], [0.15, 0.06, -0.12], [0.18, 0.72, 0.14], [0.16, 0.20, -0.04], [0.02, -0.27, -0.02], [-0.13, -0.28, -0.12], [-0.41, -0.31, 0.34], [-0.20, -0.01, -0.04], [-0.59, 0.04, 0.19], [-0.18, 0.04, 0.09], [0.16, -0.03, -0.22], [0.15, -0.11, -0.20], [0.57, 0.01, 0.16], [0.11, 0.07, 0.21], [0.57, 0.01, -0.47], [0.17, 0.06, -0.12], [-0.16, 0.05, 0.20], [-0.11, -0.07, 0.21], [-0.50, -0.18, -0.05], [0.05, 0.09, 0.04], [0.33, -0.03, -0.39], [0.19, 0.05, -0.08], [-0.15, 0.03, 0.20], [-0.09, -0.02, 0.23], [-0.34, -0.28, -0.06], [-0.20, -0.03, -0.05], [-0.46, 0.02, 0.16], [-0.19, 0.03, 0.09], [0.16, -0.01, -0.23], [0.15, -0.11, -0.21], [0.53, -0.02, 0.15], [-0.16, 0.16, -0.12], [-0.29, 0.32, -0.17], [-0.10, 0.15, -0.11], [0.10, -0.28, -0.02], [0.07, -0.25, 0.03], [0.43, -0.08, 0.37]], "nbo_charge": [-0.511, 0.386, 0.146, -0.531, 0.079, -0.527, 0.962, -0.512, -0.499, -0.156, 2.072, -0.804, -0.797, -0.461, 0.289, 0.277, 0.237, 0.332, -0.243, -0.738, 0.179, 0.165, 0.165, 0.469, -0.248, -0.741, 0.184, 0.165, 0.175, 0.466, -0.238, -0.740, 0.181, 0.163, 0.169, 0.465, -0.249, -0.723, 0.186, 0.163, 0.161, 0.464, -0.247, -0.733, 0.186, 0.166, 0.169, 0.468, -0.245, -0.750, 0.192, 0.161, 0.165, 0.478, -0.246, -0.726, 0.183, 0.165, 0.161, 0.466, -0.243, -0.720, 0.186, 0.160, 0.152, 0.465]}



Record 3
{"formula": "C21H17I2IrN5OS3", "method": "the ωB97M-V functional and the def2-TZVPD basis", "charge": 2, "multiplicity": 2, "s_squared": 0.7999, "orbital_gap_ev": [6.25, 5.60], "homo_energy_ev": [-14.13, -14.41], "species": ["Ir", "O", "C", "N", "C", "C", "C", "C", "C", "C", "N", "C", "C", "C", "C", "C", "N", "H", "H", "H", "H", "H", "H", "H", "H", "H", "H", "I", "C", "I", "H", "H", "S", "C", "S", "C", "N", "N", "C", "C", "C", "C", "C", "C", "S", "H", "H", "H", "H", "H"], "xyz": [[-0.9978, 2.8618, 0.3321], [1.9890, 0.2817, 0.1246], [1.0067, 0.8886, 0.4419], [0.5834, 2.0791, -0.2019], [1.3173, 2.5928, -1.3455], [0.6556, 3.8710, -1.7822], [1.1856, 4.6681, -2.7786], [0.5389, 5.8442, -3.1201], [-0.6238, 6.1931, -2.4498], [-1.1056, 5.3560, -1.4664], [-0.4841, 4.2123, -1.1388], [0.0957, 0.5354, 1.5782], [0.3432, -0.5529, 2.3811], [-0.5488, -0.8301, 3.4123], [-1.6427, -0.0040, 3.5872], [-1.8244, 1.0795, 2.7371], [-0.9687, 1.3464, 1.7526], [1.3276, 1.8492, -2.1482], [2.3581, 2.7653, -1.0607], [2.1034, 4.3724, -3.2691], [0.9431, 6.4853, -3.8919], [-1.1519, 7.1085, -2.6736], [-2.0010, 5.5885, -0.9097], [1.2219, -1.1557, 2.1957], [-0.3845, -1.6740, 4.0690], [-2.3582, -0.1763, 4.3786], [-2.6632, 1.7513, 2.8459], [-2.0858, 1.2709, -4.0809], [-3.0877, 0.7304, -2.4251], [-3.4656, 3.5070, 0.6233], [-3.5266, -0.2537, -2.3913], [-3.3961, 1.4793, -1.7040], [-2.0934, -5.7045, 0.7440], [-1.5802, -4.2674, 0.1621], [-2.7131, -3.1287, -0.5191], [-1.4500, -1.9852, -0.7253], [-0.2690, -2.4316, -0.3407], [-0.3122, -3.6769, 0.1228], [0.9580, -4.2247, 0.5183], [1.1129, -5.5513, 0.9267], [2.3690, -6.0033, 1.2909], [3.4680, -5.1586, 1.2512], [3.3104, -3.8426, 0.8307], [2.0688, -3.3681, 0.4612], [-1.5640, -0.4065, -1.3404], [0.2857, -6.2335, 0.9572], [2.4831, -7.0318, 1.6038], [4.4450, -5.5249, 1.5362], [4.1636, -3.1802, 0.7811], [1.9647, -2.3515, 0.1178]], "forces_ev_per_a": [[0.04, 0.40, 0.40], [-0.08, -0.01, 0.01], [0.06, 0.04, 0.01], [-0.03, 0.03, 0.04], [-0.01, -0.05, -0.04], [0.00, -0.01, -0.03], [0.00, 0.00, 0.01], [0.00, 0.00, 0.00], [0.01, 0.00, 0.01], [0.01, 0.01, 0.02], [-0.01, -0.11, -0.11], [0.02, -0.05, -0.05], [0.00, 0.01, 0.00], [0.00, 0.00, 0.00], [0.00, 0.01, 0.00], [0.03, 0.05, 0.06], [-0.12, -0.16, -0.14], [-0.02, 0.01, -0.02], [0.00, 0.00, 0.00], [-0.01, 0.00, 0.00], [0.00, 0.00, 0.00], [0.00, -0.01, -0.01], [-0.01, -0.01, -0.02], [0.01, 0.01, 0.00], [0.01, 0.01, 0.01], [0.00, 0.00, 0.00], [0.00, 0.00, -0.01], [0.12, 0.39, -0.46], [0.59, -2.29, 1.32], [0.16, -0.12, -0.14], [-1.47, 0.58, -0.92], [0.02, -0.08, 0.00], [0.03, 0.02, 0.00], [0.05, 0.05, -0.02], [-0.04, -0.03, 0.03], [-1.10, -0.60, -0.02], [0.02, 0.26, -0.20], [0.04, -0.08, 0.09], [-0.08, 0.08, -0.01], [0.03, 0.01, -0.02], [-0.05, -0.02, 0.02], [0.01, 0.01, 0.00], [-0.01, 0.03, -0.01], [0.02, -0.02, 0.00], [1.87, 1.67, 0.19], [-0.03, -0.03, -0.02], [0.00, 0.00, -0.01], [0.00, 0.00, 0.00], [0.00, 0.00, 0.00], [-0.01, 0.02, 0.01]], "nbo_charge": [0.819, -0.488, 0.664, -0.487, -0.297, 0.223, -0.225, -0.106, -0.227, 0.071, -0.469, 0.080, -0.183, -0.133, -0.207, 0.077, -0.430, 0.252, 0.265, 0.247, 0.251, 0.256, 0.236, 0.260, 0.249, 0.257, 0.242, 0.392, -0.490, -0.199, 0.236, 0.249, 0.270, -0.248, 0.533, -0.153, -0.248, -0.107, 0.168, -0.213, -0.188, -0.132, -0.184, -0.226, 0.111, 0.248, 0.245, 0.243, 0.239, 0.258]}



Record 4
{"formula": "C2H9N3O", "method": "the ωB97M-V functional and the def2-TZVPD basis", "charge": 0, "orbital_gap_ev": 10.22, "homo_energy_ev": -9.46, "smiles": "NC=O.NCN", "species": ["N", "C", "O", "H", "H", "H", "N", "C", "N", "H", "H", "H", "H", "H", "H"], "xyz": [[0.8924, 1.1334, 1.4245], [0.5635, 2.2307, 2.1183], [0.4368, 2.3262, 3.3242], [1.4470, 0.4154, 1.8570], [0.6036, 1.0759, 0.4551], [0.3900, 3.1904, 1.6044], [0.2315, -0.0673, -1.2479], [-0.1016, -1.5408, -1.3664], [-1.4418, -1.8478, -0.8570], [-0.6861, 0.3289, -1.0799], [0.4716, 0.2235, -2.1822], [0.6543, -2.1902, -0.9156], [-0.1466, -1.6725, -2.4451], [-1.8552, -1.0005, -0.4972], [-1.4594, -2.6052, -0.1924]], "forces_ev_per_a": [[-0.07, 0.37, -0.54], [-0.56, 1.33, 1.46], [0.55, -0.62, 0.22], [-0.39, -0.23, 0.02], [0.78, -0.38, 0.05], [-0.14, -0.48, -1.01], [-0.63, -1.25, 0.51], [-0.38, 0.61, -0.68], [0.61, 0.34, -0.28], [0.02, 0.55, -0.09], [0.19, 0.32, -0.12], [-0.01, 0.28, -0.05], [0.36, -0.74, -0.12], [-0.33, -0.34, 0.39], [-0.01, 0.26, 0.24]], "nbo_charge": [-0.848, 0.509, -0.610, 0.404, 0.420, 0.106, -0.848, -0.043, -0.849, 0.342, 0.364, 0.173, 0.153, 0.353, 0.374]}



Record 5
{"formula": "C11H16AsClMnNO6S", "method": "the ωB97M-V functional and the def2-TZVPD basis", "charge": -2, "multiplicity": 5, "s_squared": 6.2044, "orbital_gap_ev": [4.18, 5.46], "homo_energy_ev": [0.65, -0.63], "species": ["Mn", "O", "As", "O", "O", "C", "C", "C", "C", "C", "C", "S", "O", "O", "O", "H", "H", "H", "H", "H", "Cl", "C", "H", "H", "C", "C", "C", "C", "N", "H", "H", "H", "H", "H", "H", "H", "H", "H"], "xyz": [[-0.8321, 1.0343, -0.1723], [2.3700, 2.1901, 1.4226], [2.5029, 0.7171, 0.3504], [4.0076, 0.4078, -0.4097], [1.0054, 0.4809, -0.4393], [2.3858, -0.6832, 1.7627], [3.6156, -1.3104, 2.0194], [3.6290, -2.4140, 2.8626], [2.4476, -2.9112, 3.3864], [1.2243, -2.2545, 3.2094], [1.2072, -1.1317, 2.3666], [-0.4023, -0.2984, 2.2308], [-1.0573, -0.6525, 3.4328], [-1.0069, -0.6707, 0.8866], [-0.1935, 1.1784, 2.0474], [3.1594, 2.7041, 1.1795], [4.5549, -1.0273, 1.5392], [4.5925, -2.8969, 3.0449], [2.4944, -3.8005, 3.9926], [0.2814, -2.5846, 3.6637], [-1.3690, 4.4075, 1.0253], [-0.4738, 3.3016, -0.0198], [0.5828, 3.2797, 0.3764], [-0.5808, 3.8893, -0.9401], [-3.1387, -1.0898, -1.9590], [-2.3159, 0.1131, -2.5597], [-3.2690, 0.9643, -3.4045], [-0.9780, -0.2711, -3.1274], [-2.0349, 1.0011, -1.3772], [-3.2840, -1.8381, -2.7894], [-4.0527, -0.6427, -1.5901], [-2.5603, -1.6059, -1.1985], [-3.6402, 0.4319, -4.3318], [-2.8251, 1.9350, -3.6973], [-4.1803, 1.2377, -2.8324], [-1.1143, -0.9868, -4.0228], [-0.3242, -0.7860, -2.3907], [-0.4275, 0.5822, -3.5373]], "forces_ev_per_a": [[-0.10, 3.14, 1.15], [1.23, -0.65, -1.31], [-0.75, -1.73, -0.04], [-2.24, 1.27, 1.11], [3.72, 0.18, -0.26], [0.67, 0.56, -0.73], [-0.58, -0.45, 0.31], [0.30, 0.04, -0.38], [-0.45, 0.10, 0.53], [0.47, 0.16, -0.60], [-0.07, -0.08, 0.34], [0.75, 3.27, -3.88], [-1.23, -1.06, 1.30], [0.08, -2.19, 2.88], [0.32, -2.00, 1.04], [-0.27, 0.09, 0.19], [-0.57, 0.35, -0.01], [-0.37, -0.08, 0.09], [-0.10, -0.22, 0.21], [0.60, 0.08, -0.16], [-0.94, 0.81, 1.50], [1.24, -0.97, -0.73], [-0.97, 0.45, -0.58], [0.67, -0.64, -0.30], [1.21, -0.22, -2.22], [-0.51, 1.26, 3.57], [-0.47, -0.08, -1.30], [0.16, -1.54, -2.02], [-1.63, -0.66, -2.44], [-0.52, 0.36, 0.58], [-0.22, -0.37, 0.21], [-0.05, 0.25, 0.30], [0.39, 0.37, 0.60], [0.08, -0.58, 0.08], [0.62, -0.32, -0.03], [0.23, 0.65, 1.02], [-0.54, 0.39, -0.32], [-0.16, 0.07, 0.31]], "nbo_charge": [1.366, -0.979, 2.378, -1.151, -1.194, -0.277, -0.226, -0.233, -0.240, -0.191, -0.345, 2.378, -0.974, -1.003, -0.986, 0.470, 0.240, 0.191, 0.191, 0.240, -0.203, -0.876, 0.176, 0.160, -0.614, 0.037, -0.595, -0.609, -0.870, 0.148, 0.205, 0.218, 0.156, 0.211, 0.206, 0.154, 0.230, 0.211]}



Record 6
{"formula": "C3H4EuLiO4", "method": "the ωB97M-V functional and the def2-TZVPD basis", "charge": 1, "multiplicity": 8, "s_squared": 15.7611, "orbital_gap_ev": [5.52, 5.35], "homo_energy_ev": [-9.58, -9.32], "species": ["H", "C", "C", "O", "H", "H", "O", "H", "O", "C", "Li", "Eu", "O"], "xyz": [[-3.6941, 0.7486, 2.6617], [-2.9785, 0.0447, 2.2266], [-3.0150, -1.3722, 2.5536], [-3.5458, -0.8755, 1.3165], [-2.0897, -1.9463, 2.4575], [-3.7556, -1.7561, 3.2585], [-1.7829, 0.6022, 1.8489], [-1.7731, 1.5913, 1.9912], [-2.5589, 4.0096, -1.0287], [-1.8839, 3.7079, -0.1226], [-3.3459, 5.1891, -2.3698], [-4.6692, 7.5340, -4.8853], [-1.1984, 3.7829, 0.8122]], "forces_ev_per_a": [[0.16, -0.21, -0.02], [-0.69, -0.18, 0.16], [0.04, -0.24, 0.34], [0.10, 0.37, -0.07], [-0.25, 0.18, 0.03], [0.19, 0.04, -0.18], [0.64, 1.95, -0.11], [-0.18, -1.85, -0.09], [-0.30, -1.06, -0.48], [1.08, 2.61, 1.46], [-0.09, 0.06, -0.17], [0.10, -0.17, 0.19], [-0.81, -1.49, -1.05]], "nbo_charge": [0.152, 0.318, -0.135, -0.493, 0.198, 0.189, -0.705, 0.478, -0.647, 1.077, 0.627, 0.366, -0.424]}



charge of number 1 (CF3NOS)?
0



charge of number 6 (C3H4EuLiO4)?
+1